This record from OMol25 describes C52H108F3N5O8Y as an isolated structure in a non-equilibrium geometry. The level of theory is ωB97M-V/def2-TZVPD.

Structure (XYZ):
```
177
Properties=species:S:1:pos:R:3:forces:R:3
N -31.5027 -7.9032 5.7067 -1.42 0.16 0.78
H -25.7152 -7.6848 12.1726 0.10 -0.02 -0.52
H -33.7639 -10.3679 6.3149 -0.13 0.13 -0.27
C -33.9597 -7.7674 5.4574 0.07 0.50 -0.24
C -36.9047 -1.2103 12.4717 2.10 0.23 -1.18
H -34.5635 -0.5117 13.9938 -0.18 0.15 -0.25
C -30.3353 1.7240 6.5778 2.46 1.98 -0.19
C -33.3981 2.9678 7.1514 0.49 -0.56 -2.34
H -37.6279 -2.8262 14.2977 -0.53 0.45 -0.94
H -32.8675 3.8497 7.5104 -0.19 -0.31 0.36
H -33.9151 -7.1904 6.3811 0.13 0.44 -0.23
H -28.5201 0.8981 7.3067 0.47 0.34 -0.50
H -32.0410 0.1331 7.4313 -0.26 -0.53 0.63
H -29.3663 -6.3562 2.0300 0.03 0.35 -0.11
H -34.5481 -0.0440 8.0272 -0.13 0.48 -0.20
H -31.8181 3.3964 3.9243 -0.22 -1.39 -0.15
H -33.0404 -9.2974 7.4904 -0.16 0.64 -0.22
H -29.5163 -3.4134 4.8156 -0.55 -0.88 -0.08
C -29.0490 -3.4479 3.8314 -1.43 1.13 -1.10
C -30.3565 2.2646 8.0318 -1.29 -1.37 0.98
H -25.3115 -6.9384 9.5212 0.14 -0.12 -0.49
N -26.5249 -4.6948 10.6640 -3.50 0.48 0.54
H -36.9917 -1.4362 6.9594 0.03 -0.32 -1.43
H -29.8329 -3.7705 9.8109 0.64 0.69 -0.06
O -31.9259 -3.5740 3.4474 -0.88 0.05 0.80
F -36.3684 -3.8175 3.5073 -0.29 0.93 1.85
C -35.3930 -1.9635 4.7489 0.72 2.12 0.40
H -28.8876 3.3728 6.2283 0.17 -0.58 0.53
H -36.9483 -0.2279 12.9418 -0.47 -0.18 0.15
H -34.6858 -1.8074 15.1187 0.07 -0.50 -0.15
O -25.2359 -4.2196 10.6328 0.44 0.46 -0.29
C -35.8344 -3.4437 4.7341 2.24 -2.25 -1.67
H -29.1345 -2.4131 3.4998 0.63 0.76 0.11
O -34.3489 -1.5534 3.9040 0.92 -1.04 0.47
H -34.3571 3.2626 6.7255 -0.09 0.36 0.46
C -29.0152 -4.2400 10.3579 0.30 -1.90 0.15
H -29.7499 -9.9422 4.2590 0.00 0.10 -0.05
H -27.7705 -4.6348 7.9929 -0.30 0.18 -0.31
H -28.1249 -2.0527 11.3558 -0.79 -0.43 -0.30
C -29.2419 -5.7544 10.2437 1.80 -0.03 -0.37
H -28.6188 -6.3178 12.1652 0.92 0.49 0.46
H -30.3572 4.9093 5.1193 0.14 -0.22 -0.35
C -29.7428 2.9081 5.7377 0.22 0.15 -0.12
C -27.5448 -3.8027 9.9824 -0.37 0.68 -0.36
H -37.8103 -5.0682 13.2212 0.40 -0.41 0.53
H -35.7975 -2.3110 7.8088 0.46 -0.03 -0.11
H -33.6143 2.1770 7.8697 0.33 0.21 0.19
H -35.4262 -5.3761 13.3890 0.33 -0.39 -0.06
C -35.7800 -5.0507 12.4107 -0.25 0.92 0.83
N -34.6693 -2.7201 12.5196 -2.94 -2.71 1.96
F -34.7077 -4.2378 4.7909 -0.25 0.53 0.29
C -27.5642 -2.2946 10.4529 1.80 -0.41 0.79
H -36.1056 -0.3640 8.7762 0.09 0.72 0.52
O -31.4620 -6.5952 5.1744 -0.18 0.09 -0.09
H -31.0068 4.3489 6.5930 0.23 0.13 0.32
C -26.6861 -6.1355 10.7926 -1.92 0.02 4.67
H -29.4836 -10.3506 6.4460 0.10 -0.40 -1.07
C -35.2616 -1.2573 14.3744 0.36 -0.17 0.64
H -34.5992 1.2632 5.5128 0.51 -0.62 0.65
H -33.6045 1.0899 4.1434 0.51 0.30 -0.34
C -32.5819 -9.2696 4.0326 -0.83 -1.46 -2.61
H -33.6961 -3.6115 -0.0203 0.30 0.57 -0.30
H -31.6485 -4.6378 9.0412 -0.53 0.30 0.12
H -26.5867 -1.9981 10.8333 0.55 0.02 -0.50
H -35.9634 -2.9077 10.4968 -0.29 -0.07 -0.25
C -36.8018 -3.2490 13.7259 1.62 -0.09 1.43
H -31.3848 -4.2890 -0.9742 0.11 0.29 -0.34
F -36.5830 -3.8681 5.7704 -0.15 0.90 -1.14
H -33.1050 -2.0159 12.3813 0.84 0.86 -0.51
H -34.4917 -3.3942 9.7474 0.09 -0.19 -0.14
O -32.0998 0.1492 6.4732 -0.91 -1.88 0.31
H -28.6713 -2.7717 1.2244 0.23 0.11 0.46
C -29.2216 0.6586 6.5075 -0.84 -0.48 0.79
C -32.9130 -9.7093 6.4893 2.11 -1.97 0.39
H -29.5124 2.8389 8.4136 0.23 -0.13 -0.69
H -37.7702 -4.1563 11.8987 0.61 0.80 -0.53
H -26.6648 -8.0090 9.8450 -0.05 0.08 -0.12
C -30.1999 -8.4678 5.8256 0.63 -1.68 0.21
C -29.3396 -7.5495 6.6884 0.19 0.85 -0.20
H -28.4649 -8.0401 7.1153 -0.24 -0.33 0.14
C -33.8243 1.7864 4.9526 -1.02 -0.02 1.11
N -31.1810 -3.6504 2.3078 3.73 1.25 -1.31
C -29.4560 -4.3401 -0.0077 0.12 -0.06 1.84
C -31.5830 -10.6740 6.6438 -2.18 2.21 -1.72
C -28.8770 -3.8326 1.3665 -0.15 -0.43 -1.53
C -30.7331 4.0040 5.5959 -0.94 0.56 0.62
H -31.6430 -2.3535 9.7031 0.43 -0.46 -0.13
H -32.1176 -8.6075 3.3018 -0.02 0.19 0.09
C -29.7297 -4.1622 2.5848 0.96 -0.09 0.26
C -35.8159 -2.1194 13.2470 -2.58 0.15 -0.91
O -33.8710 -1.8489 11.8273 0.79 0.61 -0.27
H -32.6421 -4.2736 11.1652 -0.04 0.17 0.29
C -32.7521 -8.6483 5.3621 1.49 -1.36 2.15
C -33.3894 -4.6774 11.8483 -0.82 -1.21 0.37
C -26.3919 -6.9697 9.6623 1.53 -0.82 -2.27
H -31.6879 -11.3014 7.5289 0.24 0.23 0.00
H -28.0012 -3.7027 3.9905 -0.11 -0.10 -0.51
H -29.3494 -5.4244 0.0248 -0.19 -0.06 -0.51
H -28.3974 -8.8316 4.5043 0.01 0.02 0.42
H -29.3092 2.6165 4.7811 -0.47 -0.43 -0.31
H -31.5916 -11.3178 5.7643 0.12 -0.17 0.04
H -36.0194 -0.7419 14.9644 -0.26 0.04 -0.32
H -30.7596 -2.7633 -0.2511 -0.48 0.13 -0.16
Y -32.0672 -1.3385 4.3688 -2.21 -3.07 3.59
H -28.9101 -3.9174 -0.8511 0.34 -0.28 0.17
H -29.1352 -4.0530 11.4250 -0.05 0.50 0.04
H -32.0221 -4.4685 3.7826 -0.51 -0.53 0.94
H -32.7362 -2.1927 0.7641 0.23 0.17 -1.36
H -28.9795 -6.0829 9.2380 -0.35 0.06 -0.37
H -33.9560 -7.1756 4.5421 -0.56 0.51 0.33
C -28.2260 -6.4664 11.1593 -0.64 0.26 -0.65
H -36.5171 -0.9967 11.4755 0.10 0.15 -0.26
N -31.6258 1.3181 6.0257 0.98 3.02 -2.76
H -25.2855 -3.6793 11.4248 0.91 0.22 0.12
H -33.0899 -4.7936 12.8899 0.49 0.85 0.11
C -31.3791 -1.9909 8.7096 -0.37 0.76 -1.22
O -34.9318 -1.5781 6.0218 -1.23 -0.83 1.42
H -31.2530 2.7952 8.3525 0.04 0.13 -0.45
H -36.3120 -3.6486 14.6138 0.51 -1.02 -0.08
C -29.5410 -5.6700 2.8587 -2.22 0.15 0.70
H -36.1538 0.7234 7.3993 0.56 0.04 -0.20
H -27.7774 -1.6055 9.6358 -0.30 -0.19 0.10
C -31.8597 -4.1138 1.0718 -0.19 -0.70 0.73
H -27.9913 -4.4482 1.5237 0.53 0.72 0.03
O -31.4518 -2.6818 6.2295 0.12 1.46 -0.77
H -31.2649 -6.1883 0.8069 -0.34 -0.39 0.33
H -26.2031 -3.9697 8.1828 0.34 -0.32 0.78
H -29.5375 -0.3275 6.8481 -0.39 -0.28 -0.37
H -32.8119 -4.4157 7.6216 -0.20 -0.21 0.42
H -32.1233 -10.2482 3.8909 1.14 0.17 1.00
H -27.3846 -2.8629 7.9257 -0.92 0.06 0.13
C -30.8642 -3.8412 -0.1277 -1.33 -0.24 0.73
H -24.8559 -6.1019 12.1220 0.16 -0.34 -0.54
H -33.8483 -2.9514 1.5871 -0.06 -1.37 0.78
C -37.1113 -4.3872 12.7357 -0.68 0.24 0.67
H -28.8764 -5.8951 3.6929 0.20 0.23 -0.27
H -31.6145 -6.1556 6.0141 -0.09 0.97 -0.30
H -28.4533 -7.5186 10.9877 0.71 -0.31 0.03
H -32.5967 4.4523 4.8730 -1.07 -0.32 0.70
H -33.4920 -9.6373 3.5586 -0.94 0.83 0.13
H -33.5262 -5.7414 11.6552 0.10 -0.16 -0.86
C -35.6178 -0.1212 7.8322 -0.75 -2.33 0.48
H -30.5403 -1.2971 8.7648 0.21 -0.01 0.31
H -34.4973 2.5721 4.6093 0.66 0.44 -0.69
H -29.9889 -7.1279 7.4558 0.19 -0.29 0.36
H -32.6267 -6.0314 2.0423 0.10 -0.08 -0.11
H -30.5362 -5.8540 3.2634 0.13 -1.21 0.17
H -30.3906 1.3548 8.6312 0.10 -0.09 0.60
H -35.8556 -4.5477 9.8712 0.26 -0.24 0.18
H -32.9036 -5.7227 0.2856 -0.14 -0.80 0.14
C -25.8202 -6.6060 12.0581 -0.78 0.82 -0.05
C -34.7860 -4.0471 11.8141 0.12 0.77 -1.10
C -33.1231 -3.2104 0.8157 0.76 -0.04 0.85
H -28.9188 -6.6810 6.1817 -0.14 0.06 -0.52
H -26.8768 -6.5760 8.7690 0.01 -0.33 -0.20
C -32.1865 -5.6889 1.1058 0.15 2.49 -0.91
C -31.1077 -3.0253 7.5740 -1.18 -2.19 0.81
H -36.2915 -1.3547 4.6486 -0.40 -0.06 -0.99
H -26.3040 -6.2934 12.9835 -0.38 0.16 -0.06
H -32.2411 -1.3672 8.4727 -0.40 -0.13 -0.23
H -31.2551 -5.2755 7.5388 0.13 0.17 -0.44
C -31.7825 -4.4296 7.9797 0.15 1.20 -0.74
H -34.8785 -8.3455 5.5564 0.11 -0.20 -0.43
H -29.8544 -8.2655 3.7168 0.15 -0.03 -0.26
H -30.0244 -9.7107 7.6779 -0.86 1.45 0.68
H -30.0887 -3.3758 7.7382 0.77 0.87 -0.89
C -27.2439 -3.8025 8.4599 0.19 -0.36 -0.35
H -37.8754 -1.6717 12.2904 0.09 0.03 0.48
C -35.2975 -3.7630 10.3821 0.26 0.93 -0.04
C -32.0347 3.5251 4.9848 0.87 1.13 -0.03
C -32.6802 2.3856 5.8242 -0.83 -0.06 -0.56
C -30.3687 -9.7462 6.6443 1.63 -2.30 1.86
H -35.8521 -5.8935 11.7233 -0.01 0.00 0.13
H -30.2438 -6.1291 10.4532 -0.14 0.38 0.09
C -29.4842 -8.9153 4.5098 -0.73 0.82 -0.41
H -28.7555 0.6058 5.5236 0.08 -0.06 0.13
C -35.9135 -1.4801 7.1129 1.34 1.70 0.58
```
Forces are in eV/Å.

For the LUMO energy, the calculation gives -3.782 eV. As for the frontier orbital gap: 5.812 eV. The maximum force is 5.22 eV/Å. As for the charge: +1. The calculated total energy comes out at -88684.9926 eV. As for the energy above the lowest of the compared OMol25 structures with the same formula, charge and spin: 0.0 kcal/mol. The calculation puts the highest occupied orbital energy at -9.59 eV.

Results of the Mulliken charge analysis, in e, for atoms 1 through 4: atom 1 (N): -0.57, atom 2 (H): 0.39, atom 3 (H): 0.47, atom 4 (C): -2.01